A 14-piece molecular cluster, C83H144Cl3N13O6 overall in a non-equilibrium geometry, computed with ωB97M-V/def2-TZVPD.

```
249
C83H144Cl3N13O6 (ωB97M-V/def2-TZVPD)
Cl 3.07 2.73 2.85
Cl 2.06 4.75 4.77
Cl 2.91 5.59 2.18
O -3.41 3.27 -0.84
O -4.91 -6.19 3.49
O -2.14 5.53 7.26
O 0.68 -1.82 -1.83
O 0.79 -2.71 4.35
O 5.00 3.76 -0.04
N -1.93 2.54 -6.17
N -3.33 -1.47 -5.71
N -4.88 -3.52 -3.79
N 5.24 2.78 -1.15
N -3.69 -6.11 2.77
N 3.71 -3.10 -2.12
N 1.57 -2.44 5.60
N 3.42 -5.77 -0.44
N -4.87 3.51 -0.71
N 2.48 0.74 -7.30
N 0.58 -0.57 -1.08
N -1.71 5.28 5.84
N 4.46 -1.84 -6.77
C -5.51 2.20 -2.80
C 1.94 2.88 -7.52
C -2.42 -0.51 -7.58
C -4.89 3.29 1.81
C 0.62 0.69 1.01
C 0.64 0.78 -3.19
C 2.36 -6.59 1.34
C 3.00 -0.89 6.89
C -0.97 3.02 6.32
C -1.51 3.39 -7.18
C -1.38 -0.98 -6.76
C -1.18 7.60 5.45
C 4.70 0.63 0.17
C 1.75 2.27 -8.73
C -3.35 6.71 4.46
C 5.64 -4.18 -2.60
C -3.32 3.35 5.53
C 2.49 1.96 -6.63
C 4.61 -2.85 -1.11
C -5.86 -1.56 -3.84
C 3.28 -7.07 -0.59
C 0.00 1.89 -1.20
C -3.60 -0.70 -6.90
C 5.69 1.39 -0.72
C -3.75 -5.03 1.71
C 3.69 -2.08 7.53
C -1.91 6.35 4.88
C 2.14 -3.69 6.23
C 2.89 -1.47 -5.20
C -6.98 4.15 -1.84
C 5.85 0.51 -2.04
C -1.33 6.00 3.51
C 1.43 0.06 5.19
C -1.59 4.60 3.03
C -5.91 -2.81 -4.38
C -0.81 -1.40 0.84
C -5.50 2.82 0.46
C -0.05 0.50 -1.88
C -2.28 3.31 -5.10
C -1.99 -1.54 -5.58
C -4.99 4.57 -2.96
C -1.58 4.69 -6.73
C -3.92 -3.58 2.35
C -1.31 3.54 4.07
C 6.69 1.18 -3.17
C -2.50 -7.77 4.20
C -2.11 4.61 -5.45
C 4.37 -3.92 -3.03
C 0.50 -0.70 0.37
C 2.75 -3.32 7.58
C -4.78 -5.20 0.54
C 4.25 -1.27 -5.54
C -2.43 -5.07 0.90
C -1.51 0.26 -2.31
C 2.19 0.96 -8.58
C 7.53 3.88 -1.77
C -2.17 -5.39 4.71
C 2.77 -7.64 0.54
C 6.07 3.46 -2.20
C -5.55 3.58 -2.03
C -2.50 -6.37 3.55
C 3.19 -4.53 5.48
C -4.89 -1.51 -2.79
C -1.89 3.87 5.46
C 1.01 -4.74 6.63
C 2.37 -1.14 5.48
C -6.98 3.19 0.55
C -1.25 -6.36 2.69
C 5.81 -3.44 -1.37
C 7.01 1.28 0.08
C -4.26 -2.73 -2.84
C 1.69 -1.44 0.99
C 3.45 -1.15 4.53
C -7.76 3.37 -0.73
C -1.13 -5.17 1.77
C 2.28 -2.08 -6.25
C 6.11 2.58 -3.48
C 2.82 -5.38 0.74
C 3.17 4.40 3.44
C -5.38 1.30 0.36
C -0.34 1.72 0.31
C 5.38 4.76 -2.73
C 3.25 -2.46 -7.19
H -5.80 0.75 1.21
H -0.29 3.17 4.05
H -4.78 -0.65 -2.14
H 4.01 -5.17 -1.00
H -3.32 2.34 5.13
H 1.82 3.94 -7.32
H 3.69 -7.62 -1.43
H -7.44 2.38 1.11
H 3.23 -3.01 -8.11
H -8.02 2.41 -1.17
H 0.43 1.77 -3.59
H -1.40 1.47 0.36
H 5.32 -1.79 -7.31
H -6.44 -0.72 -4.20
H -1.24 5.45 -7.43
H -6.54 -3.17 -5.18
H 4.31 -2.31 -0.22
H -0.21 2.63 0.91
H -4.50 1.85 -3.01
H -3.37 -3.12 -2.35
H -6.08 1.41 -2.30
H -1.64 -1.88 -4.61
H 5.11 2.46 -3.90
H 1.42 2.77 -9.62
H 4.20 4.54 3.77
H -2.31 5.54 -4.94
H 8.35 3.17 -1.86
H -1.71 6.61 2.69
H -1.88 1.53 -6.18
H 4.08 -3.96 5.20
H -1.12 -7.20 2.01
H -4.61 -4.46 -4.01
H -0.95 1.96 6.09
H -2.37 -4.25 0.18
H -4.77 4.37 1.84
H -3.88 2.89 1.88
H -3.42 -7.83 4.78
H 3.70 -0.07 6.77
H 4.23 -1.85 4.80
H -3.64 3.34 6.57
H 3.84 -4.21 -3.92
H -1.30 3.08 7.35
H 6.45 -4.72 -3.06
H -6.92 5.17 -1.48
H 0.64 0.24 5.91
H 0.31 0.57 2.05
H 0.55 -5.10 5.71
H -4.73 -6.20 0.10
H -5.47 2.95 2.67
H -1.78 -4.43 4.36
H 0.46 0.08 -4.01
H -1.15 8.44 4.76
H -2.46 2.89 -4.12
H 5.45 5.54 -1.98
H 2.28 0.13 -9.25
H 2.20 -0.51 7.53
H -1.41 -5.79 5.39
H 2.70 -8.71 0.71
H -0.74 2.57 -1.63
H 7.73 1.26 -2.86
H -3.09 -3.17 2.92
H 7.88 1.67 -0.43
H 2.78 -2.71 -2.23
H -7.15 4.07 1.16
H -3.99 -1.89 -5.07
H -3.85 7.00 5.38
H 1.95 -3.25 8.32
H -1.86 0.96 -3.07
H 1.63 -2.43 0.54
H -4.25 -2.76 1.71
H -3.49 7.68 3.97
H -1.65 8.01 6.35
H 6.76 0.56 -4.07
H -5.79 -5.02 0.90
H -1.72 -0.80 0.78
H -4.01 6.00 3.98
H -4.00 4.28 -3.30
H 2.64 -1.08 0.59
H -0.13 7.46 5.72
H -4.33 1.06 0.18
H 1.03 2.24 -1.19
H 3.65 -5.34 6.04
H -0.27 -5.32 1.13
H 1.44 -5.55 7.22
H 1.90 1.04 5.26
H 1.56 -1.45 2.07
H -3.97 4.05 5.00
H 2.67 2.04 -5.57
H 7.84 4.74 -2.37
H -1.90 2.74 3.61
H 2.75 -4.34 1.00
H -1.59 -0.71 -2.81
H 2.40 -1.30 -4.25
H -7.64 4.16 -2.71
H 7.50 4.31 -0.77
H -8.76 3.77 -0.55
H 4.67 1.19 1.10
H -2.16 0.19 -1.43
H 6.77 2.99 -4.24
H -2.69 -8.51 3.43
H 4.32 4.54 -2.83
H -0.70 -1.80 1.85
H 0.03 3.46 6.24
H -1.60 -8.05 4.76
H -4.71 5.52 -2.53
H 5.01 -0.40 0.37
H 0.21 -4.28 7.21
H -0.33 -0.87 -6.99
H 3.47 -4.07 7.90
H 1.72 0.76 -3.04
H 1.30 -2.54 -6.33
H -1.21 3.09 -8.18
H 2.77 -0.14 -6.90
H 4.02 -1.71 8.50
H -4.61 -0.36 -7.09
H -0.92 4.43 2.18
H -2.98 -5.21 5.42
H 5.10 -0.80 -5.07
H -2.54 4.77 2.53
H -6.00 2.36 -3.76
H -0.35 -6.34 3.29
H 7.23 0.32 0.56
H -1.04 -4.16 2.17
H 2.77 -4.92 4.56
H -4.73 -3.67 3.07
H -4.57 -4.48 -0.25
H -1.01 -2.29 0.25
H 3.73 0.53 -0.32
H -2.54 -5.98 0.30
H 4.62 -2.41 7.06
H -5.98 0.83 -0.41
H 4.88 0.19 -2.44
H 1.87 -6.60 2.30
H 5.77 5.26 -3.62
H 0.97 -0.01 4.20
H -0.25 6.16 3.56
H 6.47 -0.36 -1.82
H -5.61 4.77 -3.84
H 6.64 -3.41 -0.69
H 3.84 -0.14 4.37
H 1.62 1.11 1.06
H -2.29 0.15 -8.42
H 6.98 1.94 0.95
H 3.03 -1.51 3.59
```

Properties
- orbital gap (alpha / beta) (eV) = 6.07 / 2.19
- LUMO (alpha / beta) (Ha) = -0.11393 / -0.25629
- maximum force (eV Å⁻¹) = 6.3
- HOMO (alpha / beta) (eV) = -9.2 / -9.2
- molecular weight (u) = 1526.509
- spin multiplicity = 8
- net charge = +1